No. 1
Density functional theory data (wB97M-V/def2-TZVPD) for C60H66BrIN3O6PPbS5Sb2Te as an isolated structure at a distorted geometry.

Output
- Gap between HOMO and LUMO: 0.22341 Ha
- HOMO level: -2.9269 eV

```
! wB97M-V def2-TZVPD RIJCOSX def2/J DEFGRID3
* xyz -2 1
Pb 0.133 -0.387 0.758
I -2.527 -5.030 -7.236
Te 2.793 -1.676 1.181
Sb 0.413 2.267 -3.214
Sb 3.381 2.839 -0.728
Br 2.615 -4.392 -3.351
S 0.771 -0.084 4.607
S -1.766 -1.371 5.476
S -2.128 2.196 3.780
S -2.420 2.243 -0.390
S 1.006 1.972 2.096
P -0.430 2.984 3.141
O -4.628 -2.432 3.541
O -1.606 -2.258 0.607
O 2.535 -0.560 -2.530
O -1.140 0.063 -2.562
O -3.311 0.482 -2.937
O -1.682 3.019 0.669
N -2.236 -1.784 2.772
N -0.998 -1.183 2.932
N 1.170 -4.189 -1.020
C -0.657 7.360 1.728
C 4.030 3.963 -3.556
C 1.895 3.677 4.646
C 3.851 4.441 -2.152
C -5.148 2.221 -0.348
C -1.569 5.518 2.978
C 3.224 3.327 -5.734
C 3.900 4.081 0.959
C -4.837 -2.780 2.261
C -3.320 -2.382 -6.004
C 1.965 4.054 7.020
C -1.615 6.849 2.593
C 2.945 3.775 -4.439
C 0.384 5.195 1.618
C 4.657 -1.487 5.146
C 0.038 -5.952 0.120
C 5.322 3.692 -4.009
C 0.437 -6.854 -0.856
C -2.442 -3.442 -5.863
C -3.988 3.154 -0.671
C -1.452 -2.424 -3.942
C 5.574 3.231 -5.290
C 1.980 -0.056 -1.681
C -5.417 -3.507 -0.380
C 0.526 3.429 4.694
C 2.614 -2.957 3.989
C 4.516 -2.820 7.282
C 0.423 -4.627 -0.004
C 4.268 -1.200 3.836
C -2.443 -2.241 1.546
C 0.596 3.834 7.077
C 0.676 1.124 -5.016
C -0.706 -0.907 4.144
C -3.263 -1.345 -5.085
C -6.121 -3.194 1.901
C -6.406 -3.549 0.596
C 3.252 -1.954 3.240
C 4.051 -2.484 5.889
C 4.510 3.048 -6.162
C -4.679 1.386 0.838
C -3.828 -2.738 1.281
C 2.611 3.982 5.793
C 5.333 1.941 -0.931
C 0.634 -0.558 6.349
C -2.329 -1.351 -4.057
C -1.511 -3.483 -4.838
C -0.113 3.527 5.924
C -0.562 4.691 2.499
C -1.425 3.214 -3.807
C -3.298 0.890 0.451
C -4.143 -3.104 -0.025
C -2.258 -0.167 -3.096
C 3.019 -3.199 5.294
C 1.529 -5.058 -1.927
C 1.202 -6.407 -1.919
C 1.527 -3.809 3.401
C -0.832 -0.428 6.707
C 1.535 4.027 -4.051
C 0.338 6.527 1.236
C 4.963 -0.072 3.124
H -2.693 0.635 1.318
H -3.950 -0.510 -5.147
H 3.691 -2.794 7.998
H -0.688 8.402 1.434
H 5.455 1.605 -1.961
H -3.349 -3.046 -0.760
H 4.679 2.692 -7.171
H -3.913 3.993 0.024
H 6.150 3.851 -3.327
H 2.513 -3.975 5.862
H -1.144 0.616 6.650
H 5.741 -0.449 2.454
H -4.594 2.005 1.736
H 2.524 4.274 7.922
H 1.110 -4.478 4.156
H 1.922 -4.409 2.577
H 1.531 -7.063 -2.711
H -5.639 -3.773 -1.405
H 0.114 -3.877 0.711
H 1.258 0.136 6.914
H -1.380 3.469 -4.867
H -3.993 3.513 -1.698
H -6.882 -3.214 2.670
H 3.543 3.609 1.871
H 5.453 -0.901 5.594
H -0.719 -2.416 -3.145
H -3.338 0.068 -0.258
H -5.351 0.552 1.057
H -2.318 5.100 3.639
H -2.406 7.490 2.966
H 5.402 1.076 -0.273
H -3.705 -2.050 3.578
H 4.774 4.889 -1.780
H 1.738 0.988 -5.216
H 2.394 3.195 -6.419
H 0.212 0.150 -4.873
H 2.411 3.609 3.697
H -5.333 1.572 -1.205
H 3.405 5.047 0.854
H -7.415 -3.845 0.333
H 6.117 2.658 -0.687
H 0.075 3.894 8.026
H 0.998 -1.578 6.484
H -6.062 2.780 -0.129
H -0.831 -4.316 -4.746
H -4.035 -2.363 -6.815
H -0.567 -6.261 0.960
H 3.051 5.175 -2.063
H 0.720 -3.200 2.992
H 0.210 1.635 -5.859
H -1.562 4.119 -3.214
H 0.159 -7.899 -0.791
H -2.252 2.532 -3.620
H -1.178 3.336 5.972
H 0.944 4.326 -4.919
H -1.062 -0.833 7.694
H 4.945 -3.825 7.317
H 6.590 3.023 -5.604
H 1.078 6.915 0.545
H 5.279 -2.119 7.619
H 5.427 0.602 3.845
H 1.138 4.527 1.218
H 4.261 0.491 2.510
H 3.679 4.154 5.729
H 1.449 4.805 -3.293
H 4.979 4.228 1.015
*
```

Here are the Löwdin charges for atoms 1 to 5, given in e: 0.8862, 0.7711, 0.7956, 1.3692, 1.3171

---

No. 2
Density functional theory data (wB97M-V/def2-TZVPD) for C7H9FeN10S4 as an isolated structure.

Output
- Gap between HOMO and LUMO (alpha / beta): 0.28954 / 0.23086 Ha
- HOMO level (alpha / beta): -7.5862 / -8.0996 eV

```
! wB97M-V def2-TZVPD RIJCOSX def2/J DEFGRID3
* xyz 0 6
Fe -0.620 -0.320 -0.103
S -3.094 0.514 -0.358
S -4.377 -0.870 0.186
S -3.448 -2.671 0.429
S -1.445 -2.471 0.363
N 3.524 -1.003 -1.196
N -0.090 -0.715 -4.126
N -0.813 0.338 -4.437
N -0.633 0.747 1.745
N 0.428 -1.568 -5.082
N 1.394 -0.387 -0.167
N 0.063 -0.937 -2.866
N -0.588 0.051 -2.265
N 3.649 -1.643 -3.587
N 0.253 1.224 3.698
C -1.646 0.873 2.669
C 2.399 -0.690 -0.685
C 0.492 0.954 2.407
C -1.111 1.173 3.880
C 3.563 -1.338 -2.473
C 1.256 1.484 4.718
C -1.114 0.803 -3.233
H 1.480 0.908 1.979
H 0.599 -0.998 -5.902
H 1.876 2.331 4.432
H -1.698 1.691 -3.066
H 1.316 -1.908 -4.710
H -1.563 1.350 4.840
H -2.678 0.751 2.393
H 0.748 1.720 5.649
H 1.881 0.606 4.869
*
```

Here are the Löwdin charges for atoms 1 to 5, given in e: 0.2799, 0.0598, -0.0311, -0.0323, 0.0455

---

Number 1: molar mass 1901.64 u. Number 2: molar mass 417.33 u.